No. 1
ORCA calculation (ωB97M-V/def2-TZVPD) on a cluster of 10 separate species, C48H55N10O2 in total at a distorted geometry.

## Properties
Kohn-Sham gap (eV): 3.08

Structure (ORCA input):
```
! RIJCOSX wB97M-V def2-TZVPD def2/J DEFGRID3
* xyz 1 1
O -0.7788 1.9961 1.0832
C -0.4121 2.0913 -0.2067
O -1.3349 2.7923 -1.1131
C 1.0412 1.4630 -0.6334
C 2.4552 2.2826 -0.3032
C 3.9046 1.6188 -0.8070
N 3.9372 0.2887 -1.5309
C 5.2199 -0.3789 -2.0701
C 5.4536 -0.1737 -3.7135
C 6.7367 -0.8531 -4.4765
C 7.7844 -1.7497 -3.5823
C 7.5633 -1.9241 -1.9377
C 6.2689 -1.2448 -1.1509
C 2.6469 -0.5046 -1.8266
C 1.1472 0.0046 -1.4012
H -0.9538 2.9157 -2.0315
H 2.4053 3.3242 0.2627
H 4.9098 2.2084 -0.6016
H 4.6935 0.4705 -4.3699
H 6.8118 -0.6897 -5.6538
H 8.6912 -2.2350 -4.1519
H 8.3320 -2.5700 -1.3004
H 6.1092 -1.4000 0.0097
H 2.7189 -1.5477 -2.4021
H 0.2352 -0.6762 -1.6970
N 6.1362 -2.2931 3.0973
C 7.2499 -3.0920 3.0879
C 8.0605 -2.7045 4.1314
C 7.4100 -1.6382 4.7972
C 6.2227 -1.4070 4.1394
H 5.3701 -2.3493 2.4389
H 7.3707 -3.8647 2.3405
H 9.0164 -3.1432 4.3864
H 7.7687 -1.0977 5.6636
H 5.4346 -0.6887 4.3223
N -3.7793 1.3535 0.8212
C -4.7086 1.6653 1.7792
C -5.6552 0.6653 1.7953
C -5.2803 -0.2860 0.8166
C -4.1169 0.1626 0.2326
H -2.9704 1.9140 0.5861
H -4.6179 2.5703 2.3647
H -6.5214 0.6247 2.4428
H -5.8024 -1.2002 0.5654
H -3.5027 -0.2619 -0.5503
N -8.7116 1.7460 3.9861
C -9.2910 2.4965 2.9962
C -10.6567 2.4378 3.1618
C -10.9097 1.6282 4.2949
C -9.6909 1.2170 4.7859
H -7.7171 1.6054 4.1078
H -8.6835 3.0053 2.2599
H -11.3914 2.9263 2.5349
H -11.8769 1.3733 4.7085
H -9.4373 0.5937 5.6330
N 9.0342 0.1629 2.1513
C 10.2661 -0.4373 2.1240
C 11.1815 0.4900 1.6787
C 10.4779 1.6935 1.4343
C 9.1545 1.4640 1.7373
H 8.1715 -0.2840 2.4336
H 10.3852 -1.4705 2.4216
H 12.2418 0.3185 1.5454
H 10.8921 2.6272 1.0766
H 8.2901 2.1131 1.6927
N 6.8742 -4.1628 -6.0964
C 5.8711 -4.9905 -6.5291
C 5.9564 -5.0817 -7.9005
C 7.0532 -4.2857 -8.3086
C 7.6035 -3.7324 -7.1742
H 7.0495 -3.9100 -5.1326
H 5.1833 -5.4412 -5.8263
H 5.3004 -5.6601 -8.5380
H 7.4044 -4.1331 -9.3210
H 8.4485 -3.0699 -7.0421
N -11.6525 2.3881 7.7641
C -11.4572 1.1575 8.3350
C -11.8154 1.2422 9.6620
C -12.2475 2.5691 9.8982
C -12.1393 3.2540 8.7086
H -11.4674 2.6207 6.7970
H -11.0796 0.3295 7.7502
H -11.7714 0.4352 10.3817
H -12.6004 2.9806 10.8350
H -12.3652 4.2810 8.4543
N 7.4973 -3.5650 -12.2799
C 6.4455 -4.4437 -12.2904
C 5.5670 -4.0443 -13.2727
C 6.1110 -2.8873 -13.8800
C 7.3045 -2.6154 -13.2494
H 8.2918 -3.6106 -11.6552
H 6.4115 -5.2748 -11.5989
H 4.6356 -4.5341 -13.5255
H 5.6790 -2.3146 -14.6904
H 8.0305 -1.8289 -13.4063
N -9.3480 5.5757 1.1947
C -10.1813 6.5598 0.7304
C -9.4212 7.4598 0.0173
C -8.0833 6.9990 0.0476
C -8.0674 5.8323 0.7788
H -9.6335 4.7835 1.7556
H -11.2407 6.5364 0.9479
H -9.7906 8.3511 -0.4730
H -7.2240 7.4673 -0.4147
H -7.2565 5.1653 1.0392
N -4.2358 -1.2242 4.2499
C -5.2669 -1.5350 5.0977
C -5.1599 -2.8677 5.4273
C -4.0208 -3.3771 4.7594
C -3.4676 -2.3401 4.0420
H -4.0675 -0.3136 3.8421
H -5.9875 -0.7836 5.3918
H -5.8293 -3.4136 6.0794
H -3.6441 -4.3910 4.7982
H -2.5962 -2.3013 3.4021
*
```


No. 2
ORCA calculation (ωB97M-V/def2-TZVPD) on an isolated molecule of C3H4FNS at a distorted geometry.

## Properties
Kohn-Sham gap (eV): 8.82
SMILES: C=C(F)C(N)=S
Energy above the lowest of the compared OMol25 structures with the same formula, charge and spin (eV): 0.3766

Structure (ORCA input):
```
! RIJCOSX wB97M-V def2-TZVPD def2/J DEFGRID3
* xyz 0 1
C 0.7202 -1.5758 0.0613
C 0.5949 -0.2969 -0.0174
F 1.6755 0.4809 -0.0893
C -0.7670 0.3043 -0.0545
N -0.5615 1.6070 0.0936
S -2.2415 -0.3876 -0.0396
H 1.7257 -2.0422 0.0152
H -0.1591 -2.1262 0.0646
H -1.3758 2.2018 -0.0833
H 0.3886 1.8347 0.0494
*
```


No. 3
ORCA calculation (ωB97M-V/def2-TZVPD) on an isolated molecule of C20H33N5O2.

## Properties
Kohn-Sham gap (eV): 9.04
SMILES: CCN(CCn1cccn1)C(=O)C[C@@H]1C(=O)NCCN1CC1CCCCC1
Energy above the lowest of the compared OMol25 structures with the same formula, charge and spin (eV): 1.6891

Structure (ORCA input):
```
! RIJCOSX wB97M-V def2-TZVPD def2/J DEFGRID3
* xyz 0 1
C -3.7572 -1.0437 -2.8730
C -2.2857 -0.9153 -2.4755
N -1.9999 0.3680 -1.8619
C -1.8939 1.4998 -2.7632
C -0.4381 1.9638 -2.9667
N -0.0055 2.8620 -1.9358
C -0.4504 4.1152 -1.7201
C 0.1942 4.5816 -0.6002
C 1.0141 3.5194 -0.2045
N 0.8825 2.4908 -1.0214
C -2.0494 0.6389 -0.5316
O -1.9863 1.7827 -0.1169
C -2.2070 -0.5302 0.4187
C -0.9513 -1.4591 0.5319
C -1.4857 -2.8865 0.6083
O -1.9965 -3.4257 -0.3587
N -1.4424 -3.4939 1.8058
C -0.7593 -3.0162 2.9859
C -0.6067 -1.4968 2.9114
N -0.0595 -1.1823 1.6195
C 0.8147 -0.0329 1.4738
C 2.2144 -0.4941 1.0357
C 3.1121 0.6981 0.7141
C 4.4958 0.2316 0.2709
C 5.1419 -0.6371 1.3458
C 4.2496 -1.8323 1.6655
C 2.8678 -1.3629 2.1104
H -4.3948 -0.9262 -2.0004
H -3.9316 -2.0286 -3.2963
H -4.0421 -0.2931 -3.6071
H -1.6532 -1.0103 -3.3634
H -2.0383 -1.7324 -1.8004
H -2.3176 1.2173 -3.7270
H -2.4692 2.3322 -2.3456
H -0.3567 2.4681 -3.9358
H 0.2356 1.1041 -2.9505
H -1.1707 4.5782 -2.3645
H 0.0905 5.5394 -0.1335
H 1.6856 3.4689 0.6292
H -3.0678 -1.1286 0.1184
H -2.4151 -0.0992 1.3990
H -0.3700 -1.3814 -0.3926
H -1.7819 -4.4464 1.8200
H 0.2341 -3.4791 3.0497
H -1.3346 -3.3056 3.8701
H -1.5859 -1.0238 3.0986
H 0.0828 -1.1662 3.6880
H 0.4201 0.6735 0.7373
H 0.8890 0.4966 2.4270
H 2.0983 -1.0987 0.1297
H 2.6471 1.2966 -0.0695
H 3.2108 1.3211 1.6065
H 5.1283 1.0970 0.0618
H 4.4043 -0.3454 -0.6522
H 6.1223 -0.9825 1.0097
H 5.2890 -0.0434 2.2511
H 4.7070 -2.4401 2.4500
H 4.1496 -2.4568 0.7746
H 2.2315 -2.2250 2.3164
H 2.9638 -0.7833 3.0323
*
```


No. 4
ORCA calculation (ωB97M-V/def2-TZVPD) on a structure of composition C50H36N4O2P2Pb.

## Properties
Kohn-Sham gap (spin up / spin down) (eV): 7.35 / 5.26
Energy above the lowest of the compared OMol25 structures with the same formula, charge and spin (eV): 0.0390

Structure (ORCA input):
```
! RIJCOSX wB97M-V def2-TZVPD def2/J DEFGRID3
* xyz 2 1
Pb -1.4676 -1.3996 -0.4469
O -4.2164 -8.3736 3.0389
C -4.9534 -7.6797 3.6042
O -5.6675 -6.9483 4.1507
C -3.7277 -5.3004 2.1396
C -4.1770 -4.0389 2.3932
C -3.5456 -3.0315 1.6671
N -2.5582 -3.2944 0.7989
C -2.1423 -4.5544 0.6067
C -2.7317 -5.6292 1.2717
C -1.0211 -4.7719 -0.3601
C -0.4325 -6.0158 -0.5421
C 0.5840 -6.1484 -1.4751
C 0.9854 -5.0422 -2.2034
C 0.3583 -3.8349 -1.9524
N -0.6123 -3.7074 -1.0513
C -3.9208 -1.5972 1.8678
C -5.0324 -1.2177 2.6104
C -5.2783 0.1301 2.8107
C -4.4120 1.0662 2.2691
C -3.3455 0.6083 1.5187
N -3.1149 -0.6882 1.3190
H -4.9520 -3.8419 3.1183
H -2.4296 -6.6535 1.1139
H -0.7441 -6.8753 0.0307
H 1.0537 -7.1104 -1.6286
H 1.7674 -5.1060 -2.9463
H 0.6436 -2.9346 -2.4868
H -5.7071 -1.9517 3.0232
H -6.1393 0.4436 3.3853
H -4.5629 2.1262 2.4144
H -2.6419 1.2962 1.0610
N 5.6862 -0.1080 6.7793
C 4.8854 -0.3148 5.9828
C 3.8771 -0.5647 4.9853
C 2.5590 -0.7958 5.3706
C 1.5907 -1.0197 4.4088
C 1.9280 -1.0145 3.0537
C 3.2557 -0.7944 2.6796
C 4.2272 -0.5699 3.6371
C 0.9172 -1.2017 2.0504
C 0.0798 -1.3466 1.1843
H 2.3009 -0.7988 6.4206
H 0.5649 -1.1981 4.7013
H 3.5245 -0.8116 1.6306
H 5.2563 -0.4019 3.3508
C 0.6933 2.8540 -2.4334
P -0.0958 1.1925 -2.0586
C 1.2517 0.0945 -2.6170
C 1.7227 -0.1161 -3.9163
C 2.8007 -0.9560 -4.1465
C 3.4430 -1.5849 -3.0845
C 3.0022 -1.3704 -1.7891
C 1.9109 -0.5410 -1.5586
C -1.4911 1.2591 -3.2285
C -1.5531 0.8243 -4.5507
C -2.7211 0.9722 -5.2857
C -3.8391 1.5651 -4.7180
C -3.7940 2.0001 -3.4013
C -2.6338 1.8338 -2.6622
P 1.8864 3.2585 -1.1405
C 1.0624 3.3117 0.4424
C 1.3632 2.3728 1.4244
C 0.6813 2.4016 2.6335
C -0.2956 3.3603 2.8511
C -0.6014 4.2962 1.8672
C 0.0730 4.2772 0.6591
C 2.8019 4.7144 -1.4519
C 3.2138 5.5432 -0.3921
C 3.9405 6.6838 -0.6645
C 4.2884 6.9912 -1.9765
C 3.9166 6.1586 -3.0294
C 3.1857 5.0188 -2.7740
H -0.0638 3.6452 -2.4042
H 1.1693 2.8583 -3.4153
H 1.2765 0.3889 -4.7603
H 3.1521 -1.1100 -5.1582
H 4.2905 -2.2312 -3.2715
H 3.4955 -1.8556 -0.9564
H 1.5522 -0.4059 -0.5431
H -0.7077 0.3528 -5.0265
H -2.7544 0.6253 -6.3098
H -4.7448 1.6814 -5.2978
H -4.6640 2.4571 -2.9487
H -2.6124 2.1588 -1.6257
H 2.1236 1.6195 1.2571
H 0.9192 1.6748 3.3986
H -0.8184 3.3894 3.7983
H -1.3530 5.0530 2.0493
H -0.1560 5.0182 -0.0981
H 2.9521 5.2923 0.6275
H 4.2428 7.3371 0.1421
H 4.8634 7.8849 -2.1800
H 4.2055 6.4037 -4.0418
H 2.9076 4.3632 -3.5895
*
```


Copy entry 2 word for word.
ORCA calculation (ωB97M-V/def2-TZVPD) on an isolated molecule of C3H4FNS at a distorted geometry.

## Properties
Kohn-Sham gap (eV): 8.82
SMILES: C=C(F)C(N)=S
Energy above the lowest of the compared OMol25 structures with the same formula, charge and spin (eV): 0.3766

Structure (ORCA input):
```
! RIJCOSX wB97M-V def2-TZVPD def2/J DEFGRID3
* xyz 0 1
C 0.7202 -1.5758 0.0613
C 0.5949 -0.2969 -0.0174
F 1.6755 0.4809 -0.0893
C -0.7670 0.3043 -0.0545
N -0.5615 1.6070 0.0936
S -2.2415 -0.3876 -0.0396
H 1.7257 -2.0422 0.0152
H -0.1591 -2.1262 0.0646
H -1.3758 2.2018 -0.0833
H 0.3886 1.8347 0.0494
*
```